1.
{"formula": "C9H18AlBBr18NO", "method": "ωB97M-V/def2-TZVPD", "elements": ["C", "C", "C", "Al", "B", "N", "O", "H", "H", "H", "H", "H", "H", "H", "H", "H", "H", "H", "H", "C", "Br", "Br", "Br", "H", "C", "Br", "Br", "Br", "H", "C", "Br", "Br", "Br", "H", "C", "Br", "Br", "Br", "H", "C", "Br", "Br", "Br", "H", "C", "Br", "Br", "Br", "H"], "coordinates": [[-4.311, -1.930, 0.110], [-3.740, -3.006, -0.988], [-3.207, -2.352, -2.394], [-2.426, -0.462, -2.240], [-0.757, -0.301, -1.048], [0.192, -1.430, -0.689], [-0.434, 1.065, -0.517], [-4.475, -2.546, 1.119], [-3.579, -1.060, 0.385], [-5.396, -1.509, -0.157], [-2.933, -3.764, -0.543], [-4.666, -3.702, -1.279], [-2.417, -3.123, -2.840], [-4.128, -2.312, -3.126], [-3.520, 0.543, -1.610], [-2.117, 0.040, -3.713], [0.972, -1.356, -1.406], [0.653, -1.138, 0.220], [-0.444, 1.064, 0.489], [3.025, 2.310, 0.553], [3.822, 3.614, 1.756], [3.584, 2.588, -1.290], [3.354, 0.486, 1.141], [1.941, 2.466, 0.585], [-7.590, -4.959, 0.666], [-6.793, -3.655, 1.869], [-7.031, -4.681, -1.176], [-7.261, -6.783, 1.255], [-8.674, -4.803, 0.698], [-9.512, -3.009, 5.414], [-10.818, -1.628, 4.999], [-9.715, -4.566, 4.266], [-7.694, -2.318, 5.383], [-9.711, -3.340, 6.439], [7.441, 2.153, -2.578], [8.001, 1.551, -0.815], [8.419, 3.735, -3.147], [7.544, 0.726, -3.896], [6.388, 2.440, -2.499], [10.242, 6.751, -5.449], [8.937, 8.106, -5.947], [10.444, 6.615, -3.519], [9.841, 5.028, -6.259], [11.208, 7.075, -5.850], [5.495, 2.194, 5.612], [6.824, 1.979, 4.208], [5.587, 3.954, 6.434], [3.701, 1.784, 4.980], [5.733, 1.464, 6.393]], "energy_ha": -47083.16852, "max_force_ev_per_a": 2.75, "total_charge": -1, "lumo_energy_ev": 0.808, "homo_lumo_gap_ha": 0.18888}



2.
{"formula": "C9H18BNO3", "method": "ωB97M-V/def2-TZVPD", "elements": ["B", "C", "C", "C", "O", "C", "C", "C", "O", "H", "H", "H", "H", "H", "H", "H", "H", "H", "H", "H", "C", "N", "C", "C", "O", "H", "H", "H", "H", "H", "H", "H"], "coordinates": [[2.110, 0.876, -1.663], [0.823, 0.016, -1.397], [-0.320, 0.878, -0.858], [-0.766, 2.026, -1.671], [0.011, 2.125, -0.356], [3.538, 0.453, -1.152], [4.213, 1.592, -0.386], [4.409, 2.864, -1.095], [3.380, 2.639, -0.018], [2.013, 1.883, -2.291], [1.010, -0.723, -0.617], [0.442, -0.460, -2.300], [-1.113, 0.343, -0.353], [-0.099, 2.606, -2.291], [-1.676, 2.554, -1.428], [3.505, -0.406, -0.482], [4.216, 0.226, -1.979], [5.002, 1.294, 0.290], [4.927, 3.698, -0.650], [3.899, 3.042, -2.029], [-4.196, -3.494, 2.270], [-3.720, -2.780, 1.101], [-2.893, -1.705, 1.051], [-2.383, -1.154, 2.363], [-2.580, -1.210, -0.021], [-3.888, -4.540, 2.229], [-5.286, -3.460, 2.319], [-3.796, -3.051, 3.175], [-4.023, -3.097, 0.194], [-1.742, -0.304, 2.152], [-3.210, -0.823, 2.992], [-1.807, -1.907, 2.902]], "energy_ha": -658.92542, "max_force_ev_per_a": 3.28, "smiles": "B(C[C@@H]1CO1)C[C@H]1CO1.CNC(C)=O", "total_charge": 0, "lumo_energy_ev": 0.752, "homo_lumo_gap_ha": 0.36777}



3.
{"formula": "C9H18BrNS", "method": "ωB97M-V/def2-TZVPD", "elements": ["C", "C", "C", "C", "C", "C", "C", "C", "C", "N", "S", "Br", "H", "H", "H", "H", "H", "H", "H", "H", "H", "H", "H", "H", "H", "H", "H", "H", "H", "H"], "coordinates": [[-1.988, -0.166, -0.815], [-1.552, -1.274, 0.011], [-1.721, 1.159, -0.212], [-0.053, -1.190, 0.075], [-0.157, 1.241, -0.082], [0.486, -2.335, -0.746], [0.584, -1.380, 1.580], [0.310, 1.935, 1.285], [0.570, 1.863, -1.262], [0.619, 0.050, -0.073], [3.439, 0.637, 0.776], [4.589, -0.112, -0.876], [-1.492, -0.205, -1.724], [-3.033, -0.258, -0.975], [-2.024, -1.068, 1.011], [-1.805, -2.198, -0.500], [-1.916, 1.898, -0.902], [-2.222, 1.368, 0.830], [0.056, -2.254, -1.789], [0.296, -3.348, -0.278], [1.520, -2.403, -0.789], [0.227, -2.409, 1.826], [0.106, -0.543, 2.187], [1.687, -1.254, 1.335], [-0.005, 3.036, 1.265], [1.285, 1.869, 1.598], [-0.259, 1.348, 2.025], [1.637, 1.797, -1.132], [0.335, 2.869, -1.468], [0.482, 1.326, -2.180]], "energy_ha": -3380.50370, "max_force_ev_per_a": 4.64, "total_charge": 0, "lumo_energy_ev": [-0.025, -1.943], "de_lowest_kj_mol": 158.8, "homo_lumo_gap_ha": [0.32609, 0.22131]}



4.
{"formula": "C9H18Cl18", "method": "ωB97M-V/def2-TZVPD", "elements": ["Cl", "C", "Cl", "H", "H", "Cl", "C", "Cl", "H", "H", "Cl", "C", "Cl", "H", "H", "Cl", "C", "Cl", "H", "H", "Cl", "C", "Cl", "H", "H", "Cl", "C", "Cl", "H", "H", "Cl", "C", "Cl", "H", "H", "Cl", "C", "Cl", "H", "H", "Cl", "C", "Cl", "H", "H"], "coordinates": [[-6.396, -9.261, 4.068], [-7.612, -10.369, 4.865], [-7.349, -12.053, 4.495], [-7.664, -10.190, 5.939], [-8.566, -10.038, 4.455], [4.597, -15.926, -1.634], [3.705, -16.806, -0.412], [2.894, -15.781, 0.810], [2.983, -17.408, -0.964], [4.433, -17.482, 0.036], [-3.358, -20.804, -7.347], [-4.077, -19.639, -6.239], [-5.147, -18.519, -7.163], [-4.668, -20.185, -5.503], [-3.321, -19.058, -5.710], [-3.722, -16.312, -0.608], [-3.479, -17.269, 0.915], [-2.369, -18.636, 0.805], [-3.403, -16.621, 1.788], [-4.456, -17.715, 1.103], [-1.362, -15.180, 7.423], [0.192, -14.409, 7.897], [0.585, -14.845, 9.614], [0.947, -14.676, 7.158], [0.064, -13.329, 7.826], [-5.992, -23.627, -0.124], [-5.293, -25.220, -0.591], [-3.924, -25.008, -1.748], [-4.923, -25.745, 0.289], [-6.143, -25.766, -1.001], [-0.102, -12.067, -6.351], [-1.718, -12.850, -6.668], [-1.959, -13.003, -8.435], [-1.833, -13.794, -6.134], [-2.499, -12.198, -6.277], [2.318, -25.984, 2.150], [1.988, -24.641, 1.110], [3.206, -23.493, 1.118], [1.850, -24.974, 0.081], [1.095, -24.144, 1.488], [-10.683, -17.637, -3.320], [-10.307, -16.468, -2.049], [-10.339, -17.255, -0.466], [-9.289, -16.113, -2.207], [-10.998, -15.628, -1.984]], "energy_ha": -8637.09459, "max_force_ev_per_a": 2.86, "smiles": "ClCCl.ClCCl.ClCCl.ClCCl.ClCCl.ClCCl.ClCCl.ClCCl.ClCCl", "total_charge": 0, "lumo_energy_ev": 0.045, "de_lowest_kj_mol": 180.1, "homo_lumo_gap_ha": 0.40413}



5.
{"formula": "C9H18Cl3FeO3", "method": "ωB97M-V/def2-TZVPD", "elements": ["Fe", "Cl", "Cl", "Cl", "C", "C", "O", "C", "H", "H", "H", "H", "H", "H", "C", "C", "O", "C", "H", "H", "H", "H", "H", "H", "C", "C", "O", "C", "H", "H", "H", "H", "H", "H"], "coordinates": [[-0.735, 0.808, 2.031], [1.113, 2.070, 2.522], [-1.233, -0.435, 3.867], [-2.455, 2.446, 1.927], [-1.187, -1.590, -1.198], [-2.179, -0.764, -0.417], [-1.938, -0.319, 0.674], [-3.520, -0.496, -1.057], [-0.752, -2.351, -0.554], [-0.378, -0.924, -1.503], [-1.687, -1.997, -2.073], [-3.954, 0.340, -0.503], [-4.193, -1.347, -0.967], [-3.427, -0.187, -2.097], [1.468, -2.871, 2.094], [1.605, -1.491, 1.521], [0.621, -0.806, 1.356], [2.967, -1.082, 1.030], [1.903, -3.025, 3.080], [1.913, -3.585, 1.399], [0.399, -3.063, 2.202], [3.667, -1.205, 1.861], [3.005, -0.050, 0.698], [3.273, -1.749, 0.222], [-0.428, 3.228, -1.615], [0.390, 2.074, -1.151], [-0.029, 1.380, -0.252], [1.674, 1.690, -1.829], [-1.414, 3.156, -1.156], [-0.614, 3.148, -2.693], [-0.016, 4.218, -1.429], [1.874, 0.626, -1.726], [2.546, 2.179, -1.381], [1.722, 1.973, -2.882]], "energy_ha": -3223.82306, "max_force_ev_per_a": 1.25, "total_charge": 0, "s_squared": 8.760, "spin_multiplicity": 6, "lumo_energy_ev": [0.201, -1.071], "de_lowest_kj_mol": 22.3, "homo_lumo_gap_ha": [0.35102, 0.29486]}



6.
{"formula": "C9H18ClN2O2", "method": "ωB97M-V/def2-TZVPD", "elements": ["C", "C", "C", "C", "C", "C", "C", "C", "C", "N", "N", "O", "O", "Cl", "H", "H", "H", "H", "H", "H", "H", "H", "H", "H", "H", "H", "H", "H", "H", "H", "H", "H"], "coordinates": [[-0.441, -0.736, 1.912], [-2.658, -1.070, 1.989], [-2.362, -0.603, 0.568], [-3.151, 0.430, -0.181], [0.548, 2.345, -0.794], [2.031, -1.248, -1.073], [2.971, 0.494, 0.270], [1.340, 1.136, -1.476], [-1.385, -1.461, -0.186], [-0.871, -0.296, 0.539], [1.684, 0.043, -0.505], [0.740, -0.536, 2.202], [-1.419, -1.156, 2.683], [-0.922, -3.117, 0.413], [-3.327, -0.354, 2.376], [-3.030, -2.036, 2.078], [-3.169, 1.331, 0.464], [-4.162, 0.140, -0.677], [-2.427, 0.688, -0.987], [-0.102, 2.731, -1.596], [-0.057, 1.887, 0.078], [1.145, 3.225, -0.530], [2.703, -0.899, -1.863], [2.465, -1.940, -0.413], [1.224, -1.663, -1.688], [3.908, 0.535, -0.431], [2.829, 1.497, 0.618], [3.144, -0.210, 1.127], [2.256, 1.474, -1.890], [0.564, 0.734, -2.203], [-1.103, -1.384, -1.197], [1.034, 0.016, 0.373]], "energy_ha": -1073.60315, "max_force_ev_per_a": 4.60, "total_charge": 1, "lumo_energy_ev": -2.351, "de_lowest_kj_mol": 148.3, "homo_lumo_gap_ha": 0.42845}



7.
{"formula": "C9H18F2N2O8PS2", "method": "ωB97M-V/def2-TZVPD", "elements": ["C", "C", "O", "C", "C", "N", "C", "C", "C", "C", "O", "O", "C", "P", "O", "H", "H", "H", "H", "H", "H", "H", "H", "H", "H", "H", "H", "H", "H", "H", "H", "H", "H", "N", "S", "O", "O", "F", "S", "O", "O", "F"], "coordinates": [[-2.013, 0.509, 1.084], [-1.896, 1.667, -0.052], [-3.295, 2.085, -0.302], [-1.359, 1.082, -1.442], [0.229, 0.929, -1.558], [0.714, -0.510, -1.416], [2.128, -0.636, -1.906], [3.145, 0.463, -1.327], [2.581, 1.970, -1.302], [3.547, 3.034, -0.606], [4.708, 3.196, -1.110], [3.182, 3.824, 0.481], [1.095, 1.894, -0.612], [1.296, 1.316, 1.179], [0.646, 2.320, 2.187], [-1.794, -0.527, 0.635], [-3.104, 0.481, 1.469], [-1.375, 0.766, 2.001], [-1.368, 2.604, 0.329], [-3.179, 3.013, -0.632], [-1.797, 1.740, -2.277], [-1.859, 0.044, -1.583], [0.506, 1.217, -2.646], [0.126, -1.056, -2.084], [0.535, -0.909, -0.477], [2.527, -1.709, -1.736], [2.132, -0.508, -3.058], [4.116, 0.490, -1.957], [3.462, 0.120, -0.276], [2.437, 2.314, -2.392], [0.686, 2.959, -0.622], [0.815, -0.010, 1.438], [2.707, 1.327, 1.479], [-2.486, -3.223, 2.675], [-3.235, -4.601, 2.513], [-2.529, -5.788, 2.936], [-4.115, -4.749, 1.377], [-4.301, -4.452, 3.696], [-1.289, -3.088, 1.669], [-0.379, -2.004, 1.987], [-1.565, -3.238, 0.255], [-0.380, -4.357, 1.983]], "energy_ha": -2402.59255, "max_force_ev_per_a": 6.46, "total_charge": -1, "lumo_energy_ev": 1.397, "homo_lumo_gap_ha": 0.25343}